# 1
{
  "formula": "C13H24BF11O3P2S",
  "method": "wB97M-V/def2-TZVPD",
  "total_energy_ev": -79985.9120,
  "gap_ev": 6.81,
  "e_lumo_ev": -3.19,
  "symbols": ["C", "C", "C", "C", "P", "C", "O", "C", "C", "C", "P", "C", "C", "S", "O", "O", "C", "F", "F", "C", "F", "F", "C", "F", "F", "F", "H", "H", "H", "H", "H", "H", "H", "H", "H", "H", "H", "H", "H", "H", "H", "H", "H", "H", "H", "H", "H", "H", "H", "H", "B", "F", "F", "F", "F"],
  "positions_angstrom": [[0.599418, -1.939891, 4.740608], [0.914588, -0.686665, 3.731832], [1.305143, -1.231845, 2.214512], [1.294465, 0.081603, 1.225566], [-0.215799, 0.020119, -0.004734], [-1.759746, 0.202319, 1.175979], [-3.041136, 0.030567, 0.455305], [-4.002772, -0.431818, 1.502916], [-4.158864, 0.659377, 2.739559], [-4.291234, 2.227572, 2.202251], [-0.234449, 1.809288, -1.228444], [0.962703, 3.167216, -0.606675], [-0.096041, 1.494836, -3.095994], [-0.447768, -1.840356, -1.012375], [-1.142932, -1.741402, -2.427342], [-1.498820, -2.663338, -0.161340], [1.036569, -2.938926, -1.138883], [1.190868, -3.679225, 0.169004], [0.713412, -4.019951, -2.143894], [2.470859, -2.283972, -1.492163], [3.283007, -1.848815, -0.293831], [3.302816, -3.397051, -2.092629], [2.499108, -1.082917, -2.597400], [2.527871, 0.202109, -1.864850], [3.844234, -1.185372, -3.280823], [1.499153, -1.177770, -3.680934], [0.873979, -1.573787, 5.842430], [-0.538896, -2.212537, 4.728394], [1.217334, -2.894234, 4.463599], [-0.058032, 0.003718, 3.686003], [1.776224, -0.007424, 4.177673], [2.346571, -1.775908, 2.163426], [0.406826, -1.930952, 1.887774], [2.308048, 0.302895, 0.685574], [1.076064, 1.036407, 1.907851], [-1.612328, -0.614913, 2.000307], [-1.634955, 1.262110, 1.682624], [-3.627008, -1.457112, 1.974353], [-5.012955, -0.652507, 0.953719], [-3.284892, 0.613254, 3.524175], [-5.157718, 0.377705, 3.329561], [-3.447546, 2.458369, 1.419646], [-5.352910, 2.455651, 1.755937], [-4.168721, 2.942826, 3.150126], [1.736962, 2.786253, 0.215349], [0.288668, 3.969078, -0.040364], [1.494390, 3.776106, -1.476035], [1.020073, 1.446015, -3.516044], [-0.566135, 2.451388, -3.635063], [-0.691563, 0.578834, -3.513302], [2.810800, 1.782660, -6.080639], [3.019797, 0.361251, -5.857488], [1.538915, 2.182227, -5.500627], [3.886275, 2.534668, -5.455013], [2.798079, 2.052267, -7.509164]],
  "forces_ev_per_a": [[0.0912, 0.6514, 0.5644], [-0.0265, -0.3419, 0.0835], [-1.0207, 0.8510, 0.5117], [0.2768, 0.2334, 1.0071], [1.5317, 2.6533, 2.3390], [-0.5683, -0.8051, 0.0607], [1.6247, -0.1648, 3.0531], [-0.4471, -0.4006, 0.9731], [-0.9777, 0.4596, -0.2744], [0.0036, -0.1475, 0.8847], [-1.0448, 1.4435, -1.5483], [0.9293, 1.1485, 1.1812], [0.8745, 0.4786, -2.1201], [-9.6895, -5.4687, -3.2459], [4.0310, 0.8503, 4.8040], [4.7327, 3.1575, -1.5642], [1.9344, -5.0137, 0.7984], [-0.4941, 2.6009, -4.0986], [0.9755, 4.2001, 3.3822], [3.8392, -2.0381, -0.3851], [-3.2018, -1.2595, -3.6993], [-2.9892, 3.5574, 2.0891], [3.0053, 1.3605, -3.0821], [-0.7317, -3.9581, -2.4893], [-5.0353, 0.5148, 2.6579], [3.4190, 0.4917, 4.6777], [-0.6314, -1.0676, -2.3985], [2.1899, 0.4808, -0.0606], [-1.1010, 1.9034, 0.5799], [2.0882, -1.4596, -0.0776], [-1.6684, -1.4811, -1.0710], [-2.2924, 1.0331, 0.1570], [2.1302, 1.0364, 0.7026], [-2.1325, -0.6158, 0.6782], [0.2284, -1.9021, -1.6267], [-0.3162, 1.3383, -1.5068], [-0.0782, -1.9018, -1.2693], [-0.6588, 2.0458, -1.1457], [2.0275, 0.7313, 1.0162], [-1.5710, -0.1380, -1.6758], [2.2482, 0.5478, -1.2892], [-1.7991, -0.3384, 1.4706], [2.2080, -0.6031, 0.6858], [-0.1705, -1.5421, -2.1601], [-1.4642, 0.8120, -2.0711], [1.2347, -1.9093, -1.2566], [-0.9675, -1.7724, 1.6837], [-2.4639, 0.1093, 0.9912], [0.9744, -1.9407, 1.4644], [1.0707, 1.6142, 1.2873], [0.6774, 0.0425, -0.7963], [-0.3762, 1.4940, 0.0112], [0.9868, -0.3809, -0.2514], [-1.3297, -0.8562, -0.5022], [-0.0854, -0.3341, 1.8703]],
  "lowdin_charge": [-0.138, -0.264, -0.237, -0.310, 0.774, -0.334, -0.234, -0.182, -0.219, -0.128, 0.765, -0.319, -0.327, 0.718, -0.329, -0.357, -0.256, -0.002, 0.039, -0.094, 0.020, 0.040, -0.149, 0.013, 0.059, 0.079, 0.093, 0.079, 0.086, 0.104, 0.124, 0.132, 0.096, 0.096, 0.109, 0.106, 0.125, 0.138, 0.147, 0.101, 0.127, 0.065, 0.088, 0.090, 0.052, 0.059, 0.090, 0.063, 0.089, 0.064, -1.048, 0.025, 0.015, 0.024, 0.032]
}

***

# 2
{
  "formula": "C5H8N3O2",
  "method": "wB97M-V/def2-TZVPD",
  "charge": 1,
  "total_energy_ev": -13865.9914,
  "relative_energy_kcal_mol": 166.8,
  "gap_ev": 8.72,
  "e_lumo_ev": -5.95,
  "symbols": ["C", "C", "C", "C", "C", "N", "N", "N", "O", "O", "H", "H", "H", "H", "H", "H", "H", "H"],
  "positions_angstrom": [[0.558079, 1.470846, 0.721342], [0.744254, 0.121545, 0.417957], [-1.299126, -0.390746, -1.384446], [0.870021, -0.257185, -0.835173], [0.668470, -0.796505, 1.614001], [-1.671210, 0.679599, -1.701806], [-1.384128, -1.814155, -1.031922], [0.013871, 2.369137, 0.042102], [-1.446932, -2.556241, -1.970070], [-1.481000, -1.991590, 0.132654], [0.652351, 1.827770, 1.776697], [1.130164, 0.577323, -1.579932], [0.978404, -1.409238, -1.206783], [-0.397252, -1.259963, 1.560119], [0.777681, -0.316929, 2.518275], [1.372586, -1.743939, 1.518262], [0.036729, 3.303241, 0.404450], [-0.122962, 2.187029, -0.995725]],
  "forces_ev_per_a": [[0.0337, 0.6154, 4.1171], [0.4735, -1.7496, 1.8545], [-1.9829, 2.4153, -1.2160], [2.1046, -1.3475, -3.4589], [-1.0897, -4.0950, -2.6423], [0.9310, -2.5252, 0.6799], [-0.7343, 1.1169, -1.9895], [-0.0219, 0.8727, -4.3167], [0.2809, -0.2961, 0.3087], [-0.3159, -1.0278, 1.3173], [0.5081, -0.7817, -0.6904], [-0.6054, -1.7659, 0.7038], [0.0643, 3.1451, 1.0256], [1.9903, 0.9132, 0.6678], [0.4637, 1.0195, 1.9574], [-1.2374, 2.2047, 0.2411], [-0.4901, 0.5705, -0.1533], [-0.3724, 0.7154, 1.5938]],
  "lowdin_charge": [-0.074, -0.349, -0.151, 0.057, -0.018, 0.248, -0.387, 0.244, 0.191, 0.137, 0.181, 0.134, 0.182, 0.103, 0.048, 0.150, 0.157, 0.148]
}

***

# 3
{
  "formula": "C7H13ClI2N2OPRh",
  "method": "wB97M-V/def2-TZVPD",
  "charge": 2,
  "multiplicity": 5,
  "total_energy_ev": -53499.7933,
  "relative_energy_kcal_mol": 0.0,
  "gap_ev": [8.89, 3.74],
  "e_lumo_ev": [-6.55, -11.67],
  "symbols": ["I", "I", "Rh", "P", "C", "C", "H", "H", "H", "C", "H", "H", "H", "H", "H", "H", "C", "O", "Cl", "N", "C", "C", "C", "N", "H", "H", "H", "H"],
  "positions_angstrom": [[-0.580791, 0.796487, -4.903979], [-0.818628, -1.784067, -4.893091], [0.296877, 0.092401, 0.453163], [-1.814773, 0.000913, -0.120479], [-2.262367, -0.274107, -1.843520], [-2.688633, -1.309221, 0.804291], [-2.390993, 1.802838, 1.384757], [-3.720706, 1.475407, 0.217787], [-2.260225, 2.364137, -0.305996], [-2.635560, 1.566408, 0.343737], [-2.424063, -1.243770, 1.865426], [-3.772726, -1.193489, 0.678424], [-3.355060, -0.308790, -1.948347], [-1.846183, -1.216169, -2.216037], [-2.381267, -2.285170, 0.411831], [-1.878483, 0.530456, -2.481443], [0.958533, -0.291016, -1.198121], [1.505289, -0.527205, -2.197656], [-0.299631, 0.576515, 2.688349], [3.262498, 0.725625, 0.451202], [4.443452, 0.507453, 1.081869], [4.159879, -0.265636, 2.197261], [2.764909, -0.453459, 2.216913], [2.245850, 0.149706, 1.130245], [3.111094, 1.273811, -0.392192], [5.380603, 0.891517, 0.718796], [4.860609, -0.658756, 2.906064], [2.140495, -0.942818, 2.950748]],
  "forces_ev_per_a": [[0.3792, 3.3490, -0.3456], [-0.2112, -3.4181, -0.3028], [1.0242, 0.4318, 2.0014], [-2.4318, 0.2274, 1.0716], [-0.2201, -0.1290, -0.4346], [0.1333, 0.0239, -0.2716], [-0.0670, -0.0990, -0.2288], [0.1887, 0.0230, 0.0058], [-0.1014, -0.0043, 0.1397], [0.1078, -0.1660, -0.2753], [-0.0557, 0.0483, -0.2371], [0.2318, -0.0272, 0.0186], [0.2323, 0.0273, 0.0307], [-0.0935, 0.0803, 0.2371], [-0.0882, 0.0907, 0.1405], [-0.1076, 0.0119, 0.2563], [1.8169, -0.9036, -3.8451], [-1.5814, 0.5939, 2.5081], [-0.1469, -0.2375, -0.8821], [0.6550, -0.1540, 0.3000], [-0.7270, -0.5028, 0.3894], [-0.2984, 0.1414, -0.1884], [0.7987, 0.7412, -1.0640], [0.4427, -0.0652, 0.6327], [0.0030, -0.2430, 0.5194], [-0.0344, 0.0608, -0.1006], [0.1440, 0.0601, 0.1362], [0.0069, 0.0389, -0.2117]],
  "lowdin_charge": [0.584, 0.598, 0.719, 0.634, -0.314, -0.225, 0.019, 0.069, 0.056, -0.235, 0.033, 0.071, 0.080, -0.019, 0.058, -0.046, -0.299, 0.069, 0.004, 0.002, -0.032, -0.017, -0.110, -0.207, 0.161, 0.135, 0.114, 0.100]
}

***

# 4
{
  "formula": "C2H4ClNO3",
  "method": "wB97M-V/def2-TZVPD",
  "total_energy_ev": -22287.1438,
  "relative_energy_kcal_mol": 171.2,
  "gap_ev": [8.77, 7.97],
  "e_lumo_ev": [-1.97, -2.69],
  "symbols": ["C", "C", "O", "O", "N", "O", "Cl", "H", "H", "H", "H"],
  "positions_angstrom": [[-1.859644, -0.249304, 0.172952], [-0.385133, -0.215273, -0.261182], [-0.184599, 0.828339, 0.479076], [2.194062, 0.635080, -0.503381], [2.816216, 0.482464, 0.561024], [4.023040, 0.272420, 0.675466], [-0.082204, -0.047371, -2.103330], [-1.789646, -0.288163, 1.281669], [-2.185462, 0.772247, -0.019546], [-2.628065, -0.982186, -0.207761], [0.081435, -1.208253, -0.074988]],
  "forces_ev_per_a": [[-1.8875, -0.0969, 0.6740], [-0.8178, -1.8431, -1.1434], [2.3618, 1.0451, 0.1409], [1.4953, -0.2423, 3.5663], [2.2632, -0.1806, -3.9802], [-3.1717, 0.5180, 0.5700], [-0.6478, 0.1232, 0.7729], [-0.4730, -0.5016, -0.6971], [-0.6932, -0.2012, -0.2367], [1.3666, 0.5009, -0.0242], [0.2042, 0.8787, 0.3575]],
  "lowdin_charge": [-0.092, -0.844, 0.002, 0.001, -0.083, 0.081, 0.529, 0.097, 0.082, 0.115, 0.115]
}